C39H50N4O5S2Se2W as an isolated structure, computed with ωB97M-V with the def2-TZVPD basis set.

Element x y z (Å)
W  0.33013  0.83185  -0.11843
O  0.98193  1.81584  -1.53686
C  1.58291  3.06037  -1.46444
C  1.99551  3.76950  -2.57233
C  2.63742  4.97863  -2.33361
C  2.85737  5.42660  -1.03469
C  2.42114  4.69092  0.06168
C  1.75833  3.49565  -0.16245
C  1.09201  2.60860  0.82807
N  -0.30010  2.68925  0.64335
N  -1.10252  2.56150  1.79730
C  -0.97232  1.42186  2.36494
O  -0.23649  0.49679  1.74375
C  -1.66981  1.06899  3.61664
C  -1.20689  0.04216  4.45201
C  -1.93005  -0.17486  5.62971
C  -3.04916  0.56860  5.96335
C  -3.47590  1.58910  5.12226
C  -2.77735  1.84539  3.95603
H  1.84235  3.38436  -3.57231
H  2.97732  5.57441  -3.16963
H  3.36586  6.36764  -0.87695
H  2.57791  5.05545  1.06840
H  1.38391  2.65983  1.87602
H  -0.12812  -0.00119  4.57778
H  -1.60061  -0.95652  6.30402
H  -3.57092  0.36769  6.88921
H  -4.34467  2.18146  5.37460
H  -3.08015  2.64681  3.29579
O  2.03488  -0.15126  0.83282
S  2.63198  -0.75266  2.12197
C  3.49817  -2.29466  1.62350
C  2.91732  -2.89304  0.35406
C  3.64858  -2.38592  -0.88157
C  2.86811  -2.65536  -2.15525
S  1.72492  -1.31677  -2.58427
O  1.09004  -0.88224  -1.24759
C  2.93746  -0.10984  -3.07175
C  3.19602  -0.06339  -4.43546
C  4.13941  0.83459  -4.91231
C  4.79697  1.68121  -4.03130
C  4.52194  1.63117  -2.67062
C  3.58707  0.73352  -2.17999
C  1.37801  -1.56867  3.07413
C  0.15907  -2.00456  2.56341
C  -0.81717  -2.32385  3.49793
C  -0.38570  -2.89957  4.69677
C  0.87344  -2.57834  5.18490
C  1.69837  -1.76629  4.41265
H  3.34996  -2.93438  2.49101
H  4.56107  -2.06763  1.53742
H  1.85500  -2.65252  0.30203
H  2.99731  -3.98115  0.39320
H  4.62411  -2.87306  -0.93774
H  3.84471  -1.31819  -0.80153
H  2.28496  -3.57674  -2.10690
H  3.50022  -2.70486  -3.04412
H  2.66510  -0.71495  -5.11906
H  4.35376  0.87611  -5.97122
H  5.52443  2.38786  -4.40711
H  5.03408  2.29606  -1.98781
H  3.37227  0.69150  -1.11983
H  -0.05380  -2.02042  1.50307
H  -1.76867  -2.66802  3.10315
H  -1.06088  -3.51602  5.27481
H  1.21243  -2.94174  6.14459
H  2.61669  -1.36540  4.82684
C  -2.97923  3.12789  -0.34158
Se  -2.19653  1.64196  -1.32500
C  -1.63686  2.80354  -2.80219
C  -1.39912  2.03767  -4.09276
Se  -0.64148  0.26871  -3.80138
C  -1.98457  -0.79689  -4.71617
H  -2.20446  3.81076  -0.01325
H  -3.51582  2.73028  0.51415
H  -3.67303  3.60989  -1.02703
H  -0.76280  3.34190  -2.44237
H  -2.44061  3.52403  -2.94916
H  -0.75885  2.61493  -4.75707
H  -2.34191  1.84634  -4.60286
H  -2.03027  -0.52435  -5.76693
H  -2.95398  -0.66138  -4.24227
H  -1.67635  -1.83727  -4.63322
C  -4.23944  -2.64100  1.25282
N  -3.41259  -1.56417  0.72605
C  -3.76058  -0.22839  1.17832
C  -2.37316  -1.75458  -0.11876
O  -1.46958  -0.89731  -0.25960
N  -2.31837  -2.93564  -0.79862
C  -1.05057  -3.35400  -1.36262
C  -3.49434  -3.53186  -1.42348
H  -4.38254  -2.46863  2.32032
H  -3.74165  -3.59750  1.12399
H  -5.22433  -2.68134  0.78441
H  -4.57286  0.19460  0.58093
H  -2.89364  0.42101  1.11944
H  -4.08210  -0.27272  2.21821
H  -0.23890  -2.85378  -0.84359
H  -0.98666  -3.10936  -2.42917
H  -0.94714  -4.43442  -1.25068
H  -4.36380  -2.89457  -1.29335
H  -3.71332  -4.52393  -1.02623
H  -3.30917  -3.62759  -2.49536

Cartesian forces (eV/Å) of the 2 atoms listed first:
W -0.3 -0.5 1.4
O 0.4 0.2 -0.1

Results
- electronic energy (hartree) = -7777.086708
- energy relative to the best compared isomer or geometry (same formula, charge and spin) (kJ/mol) = 231.7
- LUMO (eV) = -6.14
- net charge = +2